Below is a cluster of 2 separate species, C19H24Cl2FN2O5P in total in a non-equilibrium geometry, with properties calculated with ωB97M-V/def2-TZVPD.

Results
* HOMO level: -0.340 Eh
* SMILES: C=CC1=C(CCF)C(=O)c2c(c(CCCN)cc(CN)c2P(=O)(O)O)C1=O.ClCCl

Geometry as XYZ:
```
54
C19H24Cl2FN2O5P | the OMol25 dataset | ωB97M-V/def2-TZVPD
C 3.3945 -2.5074 1.8308
C 3.0508 -1.8670 0.5322
C 1.5628 -1.3812 0.0420
C 0.3622 -2.2987 -0.1043
C 0.5546 -3.8810 0.3005
C 1.3636 -4.6374 -0.9085
F 0.9112 -6.0577 -1.0284
C -1.0852 -1.6568 -0.6432
O -1.8873 -2.3311 -1.4708
C -1.3864 -0.1057 -0.0951
C -0.0659 0.9007 0.1076
C -0.2047 2.4333 0.6833
C 1.0516 3.4528 0.9493
C 1.7688 4.0414 -0.4030
C 3.4143 3.8782 -0.1542
N 3.7998 4.9256 0.8847
C -1.7374 2.9565 1.0278
C -3.0755 1.9746 0.8216
C -4.5227 2.6831 1.2066
N -4.7192 2.4525 2.6980
C -2.9377 0.4043 0.2666
P -4.4739 -0.7542 0.0696
O -5.0121 -0.7088 -1.4457
O -4.1245 -2.4183 0.5846
O -5.8340 -0.2549 1.0948
C 1.4128 0.2462 -0.3137
O 2.3920 0.9224 -0.9193
H 4.5357 -2.8043 2.0179
H 2.6056 -2.6903 2.7004
H 3.9514 -1.6409 -0.2157
H -0.5461 -4.3178 0.4507
H 1.0702 -3.9864 1.3688
H 1.0997 -4.0892 -1.9103
H 2.5094 -4.5272 -0.6965
H 1.8186 2.9800 1.7322
H 0.5951 4.3978 1.5184
H 1.5083 3.3869 -1.3558
H 1.5962 5.1911 -0.5657
H 3.6407 2.8257 0.3582
H 4.0343 3.9303 -1.1455
H 3.4306 4.6169 1.8341
H 4.8456 4.9332 1.0163
H -1.8519 4.0640 1.4368
H -5.4307 2.2794 0.5839
H -4.4411 3.8348 0.9799
H -4.1626 1.5672 2.8932
H -5.7241 2.2256 2.9082
H -3.8192 -2.3225 1.5366
H -5.5686 -0.6516 1.9987
Cl 2.6363 -5.4949 -4.7803
C 2.0822 -3.8559 -5.1434
Cl 1.3107 -3.1185 -3.7340
H 2.9405 -3.2474 -5.4382
H 1.3605 -3.8976 -5.9628
```